Entry 1:
ORCA calculation (wB97M-V/def2-TZVPD) on a structure of composition C39H40F6OP2Pt at a distorted geometry.

Last column: Löwdin spin population.
Geometry (Å):
1 Pt 1.11523 3.41154 0.99133  0.937
2 C 2.89656 3.61718 2.25971  0.149
3 C 2.71648 2.24443 1.89986  0.070
4 C 2.13998 1.22836 2.84911  0.001
5 C 0.59750 1.26539 3.06784  0.005
6 C -0.14423 2.45879 2.50164  0.096
7 C 0.12613 3.78982 2.92030  0.142
8 C 1.08935 4.05504 4.05697  0.021
9 C 2.58217 4.12694 3.64970  0.027
10 C -0.32882 3.43992 -0.35983  0.364
11 H 3.62394 4.20368 1.68605  0.007
12 H 3.35013 1.87048 1.08572  0.016
13 H 2.61503 1.35032 3.83722  0.000
14 H 2.41791 0.23147 2.48660  0.000
15 H 0.15821 0.35612 2.62856  0.000
16 H 0.38393 1.15809 4.14277  0.001
17 H -1.10601 2.28258 2.00859  0.006
18 H -0.61130 4.57343 2.72437  0.009
19 H 0.94855 3.28945 4.83298  0.004
20 H 0.81643 5.00094 4.54130  0.001
21 H 2.89686 5.17891 3.70553  0.003
22 H 3.18232 3.59114 4.40492  0.008
23 H 0.09871 3.68418 -1.34831  0.045
24 H -1.09310 4.19129 -0.07861  0.036
25 H -0.79365 2.43963 -0.39557  0.033
26 P -0.03296 -3.78100 -1.90787  0.302
27 P -2.50508 -3.19715 -1.75528  0.301
28 C -0.71884 -4.59046 -0.46877  0.007
29 C -2.08995 -4.51258 -0.57180  -0.004
30 C 0.77452 -5.13498 -2.83774  0.054
31 C 1.18806 -6.31725 -2.20479  0.017
32 C 1.94415 -7.26307 -2.90225  0.002
33 C 2.25675 -7.06213 -4.25005  0.007
34 C 1.74701 -5.93893 -4.91562  -0.001
35 C 0.98391 -4.99521 -4.22602  0.010
36 C 1.25087 -2.66890 -1.25876  0.036
37 C 0.88827 -1.46979 -0.61365  0.014
38 C 1.86972 -0.73443 0.04641  0.000
39 C 3.19807 -1.18353 0.07855  0.018
40 C 3.56783 -2.30597 -0.67233  -0.001
41 C 2.60260 -3.01618 -1.38865  0.022
42 C -4.01450 -3.99987 -2.48245  0.058
43 C -3.83746 -5.13113 -3.30540  0.013
44 C -4.87815 -6.04830 -3.44580  -0.001
45 C -6.11446 -5.81980 -2.82898  0.016
46 C -6.34792 -4.60175 -2.18149  0.001
47 C -5.31463 -3.66223 -2.07500  0.023
48 C -3.22582 -1.93106 -0.64210  0.050
49 C -3.79986 -0.76905 -1.19470  0.014
50 C -4.66259 0.01260 -0.42191  -0.001
51 C -4.92018 -0.34001 0.91228  0.013
52 C -4.21913 -1.39985 1.50140  0.000
53 C -3.31353 -2.14266 0.74213  0.017
54 H -0.07673 -5.00853 0.31619  0.002
55 H -2.90004 -5.09223 -0.11805  0.000
56 H 0.91383 -6.50264 -1.16628  0.001
57 H 2.29222 -8.16190 -2.39275  0.000
58 H 2.88131 -7.78386 -4.78573  0.000
59 H 1.95068 -5.80155 -5.97924  0.000
60 H 0.54994 -4.14293 -4.75345  0.002
61 H -0.14777 -1.11412 -0.63660  0.000
62 H 1.59775 0.20805 0.52553  0.003
63 H 3.94503 -0.64649 0.66861  0.001
64 H 4.60698 -2.62813 -0.70414  0.000
65 H 2.88880 -3.83911 -2.05025  0.001
66 H -2.87603 -5.29160 -3.79723  0.001
67 H -4.72785 -6.95721 -4.02954  0.000
68 H -6.89597 -6.57916 -2.86671  0.001
69 H -7.32908 -4.38729 -1.75349  0.000
70 H -5.52690 -2.68271 -1.64947  0.001
71 H -3.58206 -0.49840 -2.22751  0.002
72 H -5.14407 0.89121 -0.85777  0.000
73 H -5.64625 0.22903 1.49923  0.001
74 H -4.37372 -1.65715 2.55350  0.000
75 H -2.70546 -2.91772 1.21303  0.001
76 C 4.06650 7.15693 1.46704  -0.002
77 C 2.53293 7.20632 1.34546  0.086
78 O 1.89633 6.07662 1.47732  0.744
79 C 2.04935 8.21557 2.51706  0.058
80 F 2.73810 9.40298 2.61093  0.019
81 F 0.73630 8.52090 2.42659  0.007
82 F 2.23726 7.57416 3.71592  0.009
83 C 2.24743 7.81275 -0.12537  0.057
84 F 2.75244 9.07426 -0.29484  0.017
85 F 2.86883 7.00872 -1.03293  0.011
86 F 0.93293 7.86283 -0.43772  0.007
87 H 4.33961 6.73530 2.44023  0.000
88 H 4.47380 8.16439 1.36867  -0.001
89 H 4.47856 6.51825 0.68567  0.000

Net charge = +2
2S+1 = 5
Lowest unoccupied orbital energy (alpha / beta) = -5.272 / -8.435 eV
Expectation value of S² = 6.020
Energy relative to the best compared isomer or geometry (same formula, charge and spin) = 0.0 kJ/mol
Kohn-Sham gap (alpha / beta) = 6.75 / 5.08 eV

---

Entry 2:
ORCA calculation (wB97M-V/def2-TZVPD) on a structure of composition C39H40I2N3O8RhS2Te at a distorted geometry.

Last column: Löwdin spin population.
Geometry (Å):
1 Rh -1.90104 0.53105 -0.09000  2.634
2 I -5.93374 6.21144 2.18677  0.003
3 C -4.58913 4.61120 2.12169  0.016
4 C -4.95322 3.38102 2.65212  -0.002
5 C -4.06363 2.31749 2.57794  0.016
6 I -4.66735 0.42274 3.20308  0.001
7 C -2.80399 2.44994 1.99168  0.004
8 O -1.94326 1.46833 1.88930  0.127
9 C -2.47506 3.70313 1.45245  0.013
10 C -1.16712 3.81065 0.74410  0.007
11 N -1.01016 2.85272 -0.34675  0.069
12 C 0.30324 2.95551 -0.94600  0.004
13 C 0.67499 1.72988 -1.74056  0.005
14 C 1.86723 1.68243 -2.46736  0.006
15 C 2.19502 0.53273 -3.15098  -0.003
16 C 1.30760 -0.53818 -3.12897  0.011
17 C 0.15778 -0.41241 -2.38221  0.014
18 N -0.14417 0.69247 -1.68243  0.077
19 C -3.36042 4.76702 1.50125  -0.003
20 H -5.93100 3.23947 3.09094  0.000
21 H -0.37010 3.58011 1.45839  0.001
22 H -1.01331 4.83612 0.38602  0.003
23 H -1.71949 2.98812 -1.07150  0.000
24 H 1.04545 3.07378 -0.15014  0.000
25 H 0.40099 3.83245 -1.59891  0.002
26 H 2.51766 2.54971 -2.48024  0.001
27 H 3.12778 0.46409 -3.69861  0.000
28 H 1.50740 -1.45305 -3.67210  0.001
29 H -0.59349 -1.19373 -2.35841  0.001
30 H -3.09964 5.70913 1.03285  0.000
31 O -3.21550 2.99838 -2.47270  0.000
32 S -4.29676 2.70138 -1.54548  0.005
33 O -5.08208 3.84155 -1.13829  0.005
34 O -3.84297 1.85319 -0.42852  0.045
35 C -5.49757 1.54644 -2.29266  0.001
36 C -6.74789 2.07989 -2.58609  0.000
37 C -7.84571 1.25978 -2.78898  0.000
38 C -7.72088 -0.11329 -2.67491  0.000
39 C -6.48289 -0.67319 -2.40612  0.000
40 C -5.36791 0.13961 -2.23040  0.001
41 S -3.83245 -0.72832 -1.93882  0.008
42 O -2.73606 0.15477 -2.35778  0.054
43 O -3.93617 -1.95183 -2.70000  0.012
44 O -3.72023 -0.95626 -0.47240  0.071
45 H -6.85118 3.15562 -2.60406  0.000
46 H -8.81246 1.70143 -2.99915  0.000
47 H -8.58837 -0.75212 -2.79171  0.000
48 H -6.36017 -1.74586 -2.34211  0.000
49 C -2.11754 -3.07299 0.91531  0.023
50 C -1.20485 -2.04334 1.51980  0.088
51 O -0.81648 -2.10199 2.66507  0.156
52 N -0.73444 -1.01754 0.67338  1.064
53 Te 1.54466 -1.85762 0.23587  0.257
54 C 3.34230 -2.12566 -0.89130  0.092
55 C 4.39829 -1.21291 -0.91898  0.015
56 C 4.36717 0.11181 -0.20512  0.004
57 C 5.53225 -1.53763 -1.66498  0.001
58 C 5.62708 -2.71261 -2.39460  0.010
59 C 6.86679 -3.04253 -3.18556  0.002
60 C 4.53957 -3.57735 -2.38812  0.002
61 C 3.38977 -3.30519 -1.65381  0.019
62 C 2.25285 -4.30176 -1.72040  0.002
63 C 2.36346 -1.20185 2.06160  0.016
64 C 2.99328 -2.16571 2.85863  0.005
65 C 3.25226 -3.60022 2.44640  0.006
66 C 3.39507 -1.79926 4.14087  0.001
67 C 3.18783 -0.52337 4.63646  0.001
68 C 3.56778 -0.16499 6.04907  0.000
69 C 2.59101 0.41560 3.80619  0.000
70 C 2.15896 0.10749 2.52205  0.002
71 C 1.49062 1.21046 1.74854  0.006
72 H -3.11722 -2.93321 1.32691  0.001
73 H -1.73582 -4.04890 1.21483  0.003
74 H -2.20108 -2.99792 -0.16717  0.003
75 H 3.44950 0.65225 -0.43229  0.002
76 H 5.21018 0.73027 -0.51379  0.000
77 H 4.41086 -0.01133 0.87937  0.001
78 H 6.36281 -0.83816 -1.67520  0.000
79 H 7.56982 -2.20969 -3.18417  0.000
80 H 6.62177 -3.27807 -4.22287  0.000
81 H 7.37808 -3.91265 -2.76772  0.001
82 H 4.58103 -4.49088 -2.97459  0.000
83 H 2.47788 -5.07977 -2.44874  0.000
84 H 1.30965 -3.83635 -2.01411  0.000
85 H 2.07645 -4.78276 -0.75584  0.000
86 H 3.16439 -3.77200 1.37651  0.004
87 H 2.54567 -4.26976 2.94355  0.000
88 H 4.26046 -3.89632 2.73945  0.000
89 H 3.86820 -2.54730 4.77123  0.000
90 H 4.14113 -0.96362 6.52039  0.000
91 H 2.67495 0.00942 6.65290  0.000
92 H 4.16370 0.74897 6.07890  0.000
93 H 2.42772 1.42475 4.17307  0.000
94 H 2.04902 2.14080 1.88344  0.000
95 H 0.46908 1.37627 2.10205  0.000
96 H 1.42548 0.99858 0.68432  0.004

Net charge = -1
2S+1 = 6
Lowest unoccupied orbital energy (alpha / beta) = 1.738 / 0.028 eV
Expectation value of S² = 8.781
Energy relative to the best compared isomer or geometry (same formula, charge and spin) = 49.4 kJ/mol
Kohn-Sham gap (alpha / beta) = 6.28 / 4.80 eV